Computed, not measured: a molecular structure, C34H47N5V in a non-equilibrium geometry, with ωB97M-V/def2-TZVPD.

Geometry as XYZ:
```
87
Properties=species:S:1:pos:R:3:forces:R:3
C 0.983912 -2.094550 3.186643 -0.01 -0.20 -0.06
C 4.203168 -3.921307 -2.174371 -0.08 -0.10 -0.07
C -1.574869 2.927945 -2.830900 0.29 0.10 0.24
H 3.821084 -0.835650 -0.780572 -0.04 0.03 0.00
H -0.434976 5.751436 -4.222115 -0.02 0.00 0.01
H 0.011657 -4.407864 -1.855645 -0.06 -0.02 0.03
C 0.927065 1.497518 1.867331 0.26 0.47 0.84
N 0.570053 -3.637954 -1.535951 -0.30 0.07 0.14
H 2.834093 -1.810311 4.329659 0.05 0.05 0.02
C 1.635232 -3.085626 2.211592 0.03 0.04 0.06
C -1.353718 -2.297051 -0.652028 -0.01 0.07 0.01
C 0.101606 -2.489062 -0.960717 0.44 -0.26 -0.10
C 0.151499 3.898812 -1.438637 0.03 0.05 0.01
C -0.550429 4.940260 -3.514928 -0.04 0.01 -0.06
C 3.769861 1.577116 1.340472 -0.05 -0.08 0.04
N -1.646861 -0.914411 -0.363772 0.01 0.02 0.09
N -1.067373 1.746985 -0.945510 -0.08 -0.15 -0.08
H 3.498702 1.323204 0.314212 0.02 0.05 -0.02
C -0.480990 -0.097179 2.589818 -0.17 0.13 -0.28
C 2.243014 -2.255442 -1.138748 0.08 -0.35 -0.18
C -1.532457 2.454634 3.998941 -0.04 -0.01 -0.05
H 3.054666 0.370083 4.495658 0.04 0.00 0.03
C -1.496997 2.272322 2.470835 -0.12 0.05 -0.09
C 3.226537 0.522158 2.324160 0.05 -0.07 -0.10
C 3.561642 -1.813366 -1.154857 0.15 0.01 0.07
H 4.138892 -1.341901 3.045150 -0.05 -0.10 0.00
H -0.879033 -2.115256 4.334615 -0.04 -0.03 -0.01
H 1.759517 -4.055812 2.700782 0.02 0.00 0.01
H -3.643116 2.506275 2.264765 -0.02 -0.02 0.00
H 3.713750 -1.349810 1.333522 0.11 0.01 -0.07
H -2.110449 3.974168 -4.647234 0.05 0.01 -0.02
H -2.835398 -0.767401 -2.075238 0.00 -0.03 0.02
H 2.611233 -2.751359 1.868707 -0.11 -0.09 0.01
C 4.527713 -2.658920 -1.669689 -0.05 0.15 0.07
C -1.986566 1.124038 -1.619389 0.11 0.13 -0.09
H 2.066134 1.911627 -1.477667 0.00 0.07 -0.14
V 0.743067 0.110670 0.104615 -1.57 1.39 0.97
H -2.988679 1.461533 -3.464655 -0.04 -0.04 0.02
C -1.221641 3.638321 1.841789 0.03 -0.14 0.06
C 1.935756 -3.521952 -1.656195 0.23 0.30 0.05
H 4.857614 1.630106 1.421032 0.00 0.00 0.02
H -0.207478 -3.707685 3.980719 0.00 -0.01 -0.01
H 2.641059 -5.353922 -2.565061 0.00 0.02 -0.02
H 0.772186 3.876873 -0.553383 0.03 -0.04 -0.03
H -1.717440 -0.706195 0.624094 -0.10 -0.04 0.00
H -2.869881 1.660967 0.916001 -0.04 0.01 0.02
H -3.135173 0.827757 2.467278 -0.01 -0.02 -0.01
N 1.071629 -1.637710 -0.691784 -0.25 -2.30 -1.08
C 3.420097 1.073373 3.748227 0.02 -0.04 -0.10
H -2.026802 4.330151 2.100695 0.02 0.02 0.01
C -2.584958 -0.183477 -1.185886 0.03 0.05 -0.14
H -1.167549 3.561997 0.760982 -0.01 0.05 -0.02
H -1.034651 -2.811054 2.706926 -0.02 0.04 0.00
H 3.387294 2.573700 1.563154 -0.04 -0.01 -0.06
C 0.791782 -0.686938 2.604091 0.37 0.13 -0.43
H 5.558185 -2.329466 -1.688992 0.00 -0.01 0.00
H 4.986173 -4.547881 -2.581213 -0.01 -0.02 0.03
C -0.408383 1.257490 2.180517 0.23 -0.05 0.05
H 2.860242 2.002841 3.866678 0.03 0.02 0.00
H 0.940981 0.891205 -2.366644 0.04 0.03 -0.07
H 2.557741 0.326905 -2.043968 0.03 0.03 0.00
H -1.740235 1.507869 4.500407 0.00 0.01 0.02
H 5.121152 -0.459714 1.901427 0.01 0.02 0.03
H 1.752905 -3.033279 4.979585 0.01 -0.01 0.00
C -2.871370 1.779403 2.000559 0.11 0.03 -0.01
H 1.335909 2.476242 1.667873 0.03 -0.04 -0.12
H 4.478533 1.273910 3.941813 -0.01 0.00 0.03
H -0.568165 2.823341 4.353125 0.00 -0.02 0.03
C 1.717678 0.309939 2.082245 0.49 0.24 1.27
C -0.773557 2.888164 -1.679051 -0.21 0.06 -0.29
H 0.973113 5.707338 -2.211557 -0.01 0.00 0.00
C 1.791279 -2.054680 4.494816 -0.07 0.06 -0.06
H -1.627227 -2.948678 0.186722 0.03 -0.01 -0.01
H 0.995750 -3.230733 1.339547 0.02 -0.02 0.00
H -2.304877 3.175517 4.281985 0.00 0.00 -0.01
C -0.374050 -2.709370 3.571748 0.07 0.04 -0.05
H -1.392036 -0.560596 2.940592 0.01 -0.09 -0.06
H 1.367530 -1.316408 5.178257 0.01 0.00 0.02
C -1.480942 3.950052 -3.766345 -0.11 -0.01 -0.07
C 2.897834 -4.375376 -2.179495 0.04 -0.09 0.00
N -2.345645 1.782444 -2.763960 -0.12 -0.09 0.01
H -1.935562 -2.638697 -1.513194 -0.03 -0.02 0.01
C 1.725838 0.874828 -1.590999 0.38 0.45 -0.32
H -3.525270 0.015548 -0.659187 -0.02 -0.03 -0.01
C 4.092908 -0.736591 2.143749 -0.07 0.14 0.03
H -0.285459 4.058374 2.215526 0.00 0.01 -0.03
C 0.251994 4.915694 -2.367599 0.05 -0.03 0.08
```
Forces are in eV/Å.

Results
HOMO-LUMO gap (spin up / spin down), Ha: 0.2105 / 0.2670
E_LUMO (spin up / spin down), eV: 0.18 / 0.17
Max |F|, eV/Å: 2.6
HOMO level (spin up / spin down), eV: -5.54 / -7.09
Total energy, hartree: -2541.5517
2S+1: 4